Molecular formula: C31H43CeCl2N2P
Method: DFT, ωB97M-V with the def2-TZVPD basis set

Structure (ORCA input):
```
! RIJCOSX wB97M-V def2-TZVPD def2/J DEFGRID3
* xyz 0 1
P 0.11214 -0.98041 -1.21785
C 1.67904 -0.33520 -2.06529
C 1.94418 -0.70729 -3.52873
C 3.35686 -0.27070 -3.93792
C 3.63325 1.21087 -3.65630
C 3.26075 1.62387 -2.22853
C 1.84379 1.17463 -1.84139
C -1.31503 -0.09106 -2.07494
C -1.23317 0.08044 -3.58935
C -2.55029 0.65442 -4.12894
C -2.94969 1.96001 -3.43174
C -2.90350 1.86437 -1.90246
C -1.59473 1.25173 -1.38107
C -0.03657 -2.65930 -2.01778
C 1.16822 -3.52675 -1.61023
C 1.07079 -4.94824 -2.17958
C -0.26531 -5.62669 -1.85806
C -1.46781 -4.75304 -2.22805
C -1.37666 -3.32739 -1.66362
H 2.44734 -0.84356 -1.45079
H 1.21265 -0.21954 -4.18530
H 1.83906 -1.78800 -3.69233
H 3.50766 -0.48645 -5.00253
H 4.08176 -0.87998 -3.38089
H 4.69442 1.41949 -3.83114
H 3.06937 1.82736 -4.36927
H 3.96994 1.17086 -1.52197
H 3.34140 2.71109 -2.11509
H 1.65642 1.42249 -0.78679
H 1.11046 1.72521 -2.45104
H -2.16869 -0.75717 -1.85831
H -3.34348 -0.09133 -3.98286
H -1.01478 -0.87317 -4.09245
H -0.41745 0.77535 -3.83639
H -2.45794 0.81779 -5.20947
H -3.95847 2.24604 -3.74960
H -2.27739 2.76299 -3.76198
H -3.03974 2.85775 -1.45984
H -3.74017 1.24137 -1.55707
H -1.65721 1.10092 -0.29377
H -0.76338 1.94794 -1.56703
H -0.01464 -2.50706 -3.11297
H 2.11073 -3.07220 -1.94872
H 1.22094 -3.57167 -0.51179
H 1.19806 -4.90350 -3.27002
H 1.89981 -5.54753 -1.78723
H -0.30311 -5.85541 -0.78484
H -0.32976 -6.58249 -2.38906
H -2.39403 -5.21912 -1.87480
H -1.53974 -4.68983 -3.32236
H -2.21589 -2.74251 -2.06575
H -1.50076 -3.34155 -0.56986
Ce 0.07162 -0.36082 3.02262
Cl -2.09604 -0.90638 1.77522
Cl 2.29115 0.07035 1.81731
C -0.41787 1.67591 3.73900
H -0.84473 1.49232 4.74999
C -0.47393 3.05645 3.31839
C -1.15971 4.07644 4.04543
C -1.30646 5.35452 3.51437
C -0.75714 5.67680 2.25994
C -0.02190 4.70554 1.55741
C 0.15132 3.43501 2.08889
H -1.58311 3.83218 5.02457
H -1.84766 6.12486 4.07031
H 0.42961 4.95180 0.59387
H 0.77004 2.68131 1.58521
H -0.88454 6.67216 1.83405
N -0.08571 0.33017 10.65824
C -0.03262 0.09838 9.51004
C 0.03775 -0.21034 8.09402
C -1.07604 -0.73543 7.42460
C -0.97346 -1.06129 6.07122
N 0.17823 -0.83128 5.36666
C 1.29123 -0.39916 6.03742
C 1.23856 -0.05150 7.38817
H -2.02960 -0.86082 7.94118
H -1.80809 -1.51028 5.51714
H 2.21980 -0.32642 5.45377
H 2.11959 0.37072 7.87610
*
```

## Properties
Total energy: -83088.0866 eV
HOMO level (alpha / beta): -6.7 / -6.7 eV
E_LUMO (alpha / beta): -1.93 / -1.92 eV
Molecular weight: 685.695 g/mol

=====

Molecular formula: C31H43Cl2N2O6PPbS2
Method: DFT, ωB97M-V with the def2-TZVPD basis set

Structure (ORCA input):
```
! RIJCOSX wB97M-V def2-TZVPD def2/J DEFGRID3
* xyz 0 1
Pb 0.74547 0.36407 -0.33928
Cl 8.11336 -2.22869 -0.50744
C 6.52777 -1.63159 -0.13283
C 6.34794 -0.87106 1.03292
C 5.10452 -0.40271 1.34247
Cl 4.86595 0.53186 2.78023
C 3.93788 -0.65371 0.53381
O 2.80552 -0.22677 0.90585
C 4.17875 -1.41371 -0.65692
C 3.12602 -1.73330 -1.57695
O 1.94623 -1.39283 -1.54929
C 5.47065 -1.88936 -0.95644
H 7.18774 -0.65382 1.67814
H 3.43718 -2.37153 -2.42334
H 5.61992 -2.47340 -1.85657
C -3.22427 -0.00028 2.57807
C -2.71765 -1.11468 1.65052
C -1.51489 -1.64360 2.42175
O -0.93380 -0.50401 3.04297
C -1.95385 0.45284 3.31480
H -3.96108 -0.39262 3.27902
H -3.66761 0.82417 2.02060
H -2.39216 -0.70149 0.69310
H -3.46575 -1.88555 1.47367
H -0.75932 -2.09564 1.77910
H -1.83446 -2.37085 3.18021
H -1.60401 1.41639 2.94040
H -2.11449 0.53504 4.39677
C 0.39822 3.59266 -2.49009
C 1.76506 2.92555 -2.24239
C 2.08483 2.01279 -3.43327
C 2.83516 4.02584 -2.16039
O 1.75466 2.22872 -1.03182
H 0.40555 4.15428 -3.42563
H 0.16479 4.27521 -1.66696
H -0.37027 2.81931 -2.54959
H 2.17757 2.59607 -4.35111
H 1.29231 1.27557 -3.56598
H 3.02272 1.48591 -3.25025
H 2.79543 4.66262 -3.04621
H 3.82792 3.58039 -2.09131
H 2.67147 4.64273 -1.27338
C 0.93583 3.67243 1.46250
C 0.87629 3.06529 2.69196
C 1.50924 1.81092 2.88833
C 1.42509 1.15352 4.08674
C 0.73664 1.75077 5.14842
C 0.14868 3.02672 5.00218
C 0.20018 3.66394 3.79687
C 0.60844 1.05042 6.38292
N 0.49393 0.48000 7.37325
H 1.41334 3.19043 0.59796
H 0.48016 4.64566 1.31716
H 2.07680 1.37641 2.06773
H 1.88898 0.18642 4.21849
H -0.33274 3.48751 5.85341
H -0.27710 4.62670 3.66333
C -2.21571 -4.32836 -0.37000
C -0.95344 -3.95409 -1.12845
C 0.30057 -4.41283 -0.41094
O -0.90232 -2.51491 -1.26415
P -1.07900 -1.88118 -2.73892
S 0.14515 -2.67803 -4.06677
S -1.08484 0.11470 -2.43106
O -2.53952 -2.37138 -3.19098
C -3.85427 -1.80143 -3.14802
C -4.79111 -2.93905 -3.51787
C -4.21656 -1.19285 -1.80104
H -2.28044 -5.41193 -0.26926
H -3.09854 -3.97792 -0.90288
H -2.19415 -3.87002 0.62091
H -0.97973 -4.39418 -2.12807
H 0.34721 -3.97567 0.58887
H 1.18378 -4.10083 -0.96655
H 0.30157 -5.49970 -0.32573
H -3.89948 -1.02021 -3.91328
H -4.81299 -3.67945 -2.71700
H -4.44383 -3.42796 -4.42644
H -5.80124 -2.56200 -3.68107
H -4.16549 -1.93711 -1.00435
H -5.23483 -0.80182 -1.84875
H -3.53188 -0.38305 -1.55936
C -3.09722 2.81641 -1.05137
C -2.07571 2.41663 -0.11214
N -1.26556 2.08294 0.63356
H -3.66036 1.94074 -1.37264
H -2.61519 3.26271 -1.92161
H -3.76562 3.54386 -0.59282
*
```

## Properties
Total energy: -109362.2945 eV
HOMO level: -7.3 eV
E_LUMO: -3.72 eV
ΔE to the lowest compared entry with this formula, charge and spin: 0.0 kcal/mol
Molecular weight: 912.907 g/mol

=====

Molecular formula: C31H43Cl2OP3SZr
Method: DFT, ωB97M-V with the def2-TZVPD basis set

Structure (ORCA input):
```
! RIJCOSX wB97M-V def2-TZVPD def2/J DEFGRID3
* xyz 2 1
P -1.11411 -2.91765 -1.62073
C -2.53839 -2.45442 -2.54769
C -2.61382 -2.65673 -3.95479
H -1.68803 -2.79842 -4.51469
C -3.85861 -2.68692 -4.56479
H -3.95114 -2.91758 -5.62538
C -5.01357 -2.39806 -3.83175
H -5.98879 -2.44180 -4.30914
C -4.92080 -2.00058 -2.48768
H -5.81541 -1.69271 -1.94684
C -3.69192 -2.01799 -1.83811
H -3.58292 -1.75119 -0.78116
C 0.42977 -2.17052 -2.03124
C 0.43419 -1.01079 -2.85352
H -0.51811 -0.53911 -3.11738
C 1.63436 -0.52207 -3.35968
H 1.62994 0.38325 -3.97102
C 2.83337 -1.19176 -3.10416
H 3.76426 -0.82198 -3.54460
C 2.84733 -2.30264 -2.26301
H 3.79489 -2.78799 -2.03902
C 1.66864 -2.78319 -1.69755
H 1.67996 -3.65529 -1.04350
C -1.18146 -3.92021 -0.17812
C -1.28021 -5.33187 -0.28857
H -1.52599 -5.74052 -1.26888
C -1.05993 -6.10608 0.84372
H -1.07689 -7.19561 0.79447
C -0.82847 -5.49112 2.08162
H -0.65411 -6.10409 2.96481
C -0.83664 -4.09473 2.21489
H -0.69701 -3.62791 3.19253
C -1.01252 -3.29744 1.08801
H -1.03713 -2.20566 1.14258
Zr -1.16307 2.43439 1.86777
C 1.24688 2.46196 2.11992
C 2.00372 1.56492 1.46832
H 1.72004 3.25433 2.69678
C 1.29332 0.48449 0.64500
O 1.36841 -0.71024 1.47054
H 1.19582 -1.50181 0.92363
C -0.06523 1.02468 0.52545
H 1.75293 0.34824 -0.36318
C -0.91203 1.85850 -0.12254
Cl -0.73130 4.61682 2.78967
Cl -3.46791 2.84389 1.27913
P -0.75282 3.49359 -1.01967
C -1.71200 4.97969 -0.72776
H -1.25038 5.60957 0.04645
H -2.73673 4.74129 -0.41625
H -1.72676 5.50350 -1.69991
C 0.96509 3.92886 -1.18116
H 1.56488 3.04599 -1.43275
H 1.34319 4.36537 -0.24691
H 1.01900 4.66556 -1.99627
C -1.34537 2.80547 -2.56569
H -2.27796 2.25384 -2.39190
H -0.59270 2.10955 -2.95346
H -1.53152 3.62025 -3.27075
P 3.84192 1.51081 1.51872
C 4.37215 3.15818 1.94591
C 4.46530 1.03775 -0.09717
H 3.73622 3.56795 2.73858
H 4.32463 3.80267 1.05748
H 5.41018 3.12013 2.30116
H 4.15600 0.02156 -0.37018
H 5.56209 1.06728 -0.07397
H 4.11903 1.74113 -0.86364
C 4.35619 0.29062 2.71567
H 4.17991 0.66224 3.73023
H 5.42599 0.08427 2.60396
H 3.79271 -0.63574 2.56197
H -1.88625 1.38627 -0.39380
C -0.46654 0.23247 4.34426
S -1.99734 0.49311 3.39237
C -2.92294 1.69476 4.43972
H 0.37450 0.19307 3.64233
H -0.57578 -0.74009 4.84123
H -0.33012 1.02841 5.08389
H -3.85480 1.18624 4.71304
H -2.35153 1.95639 5.33498
H -3.16975 2.58918 3.84918
*
```

## Properties
Total energy: -99903.1949 eV
HOMO level (alpha / beta): -10.7 / -10.7 eV
E_LUMO (alpha / beta): -7.34 / -7.33 eV
Molecular weight: 718.803 g/mol

=====

Molecular formula: C31H43CrN8Se2
Method: DFT, ωB97M-V with the def2-TZVPD basis set

Structure (ORCA input):
```
! RIJCOSX wB97M-V def2-TZVPD def2/J DEFGRID3
* xyz 1 5
Cr 0.17223 -0.44122 -0.31676
C 3.41553 -0.39356 0.97365
N 3.58370 -0.94019 -0.36319
C 4.42084 -0.16172 -1.26868
C 2.76056 -1.91213 -0.80095
N 1.55288 -2.02120 -0.25840
C 0.91993 -3.29302 -0.20720
C 1.59908 -4.46537 0.09791
C 0.95162 -5.69038 0.04265
C -0.38167 -5.74290 -0.33879
C -1.07838 -4.56964 -0.58755
C -0.45608 -3.33158 -0.45456
N -1.09232 -2.08226 -0.67667
C -2.40592 -1.93214 -0.55739
N -2.99678 -1.00378 -1.34370
C -2.44349 -0.65570 -2.64762
C -4.07786 -0.14982 -0.87059
N -3.19950 -2.60936 0.30181
C -4.58159 -2.94258 -0.01279
C -2.71796 -3.15331 1.55766
N 3.19882 -2.69710 -1.81540
C 2.29003 -3.23548 -2.81467
C 4.58008 -3.12832 -1.92924
H 4.31946 0.15877 1.22866
H 3.28671 -1.20151 1.69199
H 2.57102 0.29913 1.03469
H 4.01605 0.85046 -1.34237
H 4.42202 -0.60552 -2.25902
H 5.44369 -0.11547 -0.89475
H 2.64914 -4.41545 0.35857
H 1.49135 -6.59659 0.27735
H -0.88332 -6.69538 -0.43681
H -2.11857 -4.61166 -0.88324
H -1.83057 -1.47570 -3.01305
H -1.83047 0.24783 -2.60859
H -3.27759 -0.49796 -3.33243
H -4.30229 -0.36953 0.16979
H -4.98114 -0.28514 -1.46951
H -3.76756 0.89440 -0.94727
H -4.80360 -2.69571 -1.04687
H -5.27838 -2.41520 0.64112
H -4.72267 -4.01560 0.12941
H -1.75733 -2.71385 1.81038
H -2.60657 -4.23838 1.50955
H -3.43420 -2.90391 2.34205
H 1.33700 -2.71369 -2.77109
H 2.11517 -4.30434 -2.67526
H 2.73078 -3.07304 -3.79971
H 5.16636 -2.73098 -1.10535
H 5.02116 -2.79632 -2.87120
H 4.62031 -4.21969 -1.89817
Se 0.46450 -1.30884 2.99086
N -0.33750 -0.20229 1.83536
C -0.52443 0.94795 2.46672
C -1.15577 2.10759 1.89097
C -1.24853 3.22165 2.64121
C -0.75754 3.27786 4.00625
C -0.17616 2.21607 4.59468
C -0.03775 0.99854 3.83021
N 0.51059 -0.11108 4.28019
H -1.49884 2.07458 0.86773
H -1.68613 4.11297 2.20988
H -0.87194 4.20263 4.55520
H 0.18857 2.24122 5.61090
C -0.54544 7.25919 0.78016
C -0.27876 5.87189 0.26255
C 0.88688 5.19249 0.58089
C 1.16166 3.91784 0.09389
C 2.44046 3.24999 0.50912
C 0.22974 3.29484 -0.74228
Se 0.61368 1.57583 -1.50996
C -0.96031 3.95977 -1.07617
C -1.99975 3.35759 -1.98088
C -1.19008 5.23341 -0.56693
H 0.21009 7.56207 1.50304
H -1.52135 7.32207 1.26321
H -0.54001 7.98556 -0.03337
H 1.61551 5.66853 1.22769
H 3.09614 3.96095 1.00908
H 2.96729 2.82926 -0.34893
H 2.24317 2.42794 1.20062
H -2.05757 2.27862 -1.84828
H -1.75911 3.53040 -3.03235
H -2.97905 3.79582 -1.78676
H -2.11189 5.73992 -0.83290
*
```

## Properties
Total energy: -203875.7422 eV
HOMO level (alpha / beta): -9.7 / -10.1 eV
E_LUMO (alpha / beta): -3.40 / -3.44 eV
ΔE to the lowest compared entry with this formula, charge and spin: 1.4 kcal/mol
Molecular weight: 737.657 g/mol

=====

Molecular formula: C31H43F4N2O2PRbS
Method: DFT, ωB97M-V with the def2-TZVPD basis set

Structure (ORCA input):
```
! RIJCOSX wB97M-V def2-TZVPD def2/J DEFGRID3
* xyz -1 1
Rb 1.59424 -0.15956 -0.63338
C -1.96709 4.18792 -2.04260
N -1.33361 2.89040 -2.11261
C -1.63647 2.25393 -3.38052
C -1.72794 2.00817 -1.01458
C -1.25771 2.45053 0.36110
N 0.15221 2.17227 0.57814
C 0.67277 2.53207 1.74005
C 2.04143 2.19092 2.02787
F 2.75129 1.57275 1.04638
C 2.66583 2.42653 3.21863
F 3.95026 2.02717 3.36491
C 2.04102 3.06419 4.28350
C 0.73934 3.45621 4.03666
F 0.05888 4.09282 5.01959
C 0.08024 3.22574 2.84969
F -1.19924 3.69077 2.78578
H -1.67881 4.71880 -1.13713
H -3.07220 4.11487 -2.06248
H -1.65718 4.79055 -2.89979
H -2.72554 2.12028 -3.52945
H -1.16806 1.26978 -3.40059
H -1.25999 2.86045 -4.20902
H -1.33081 1.01351 -1.24885
H -2.83576 1.92362 -0.99386
H -1.88940 1.92757 1.09867
H -1.51539 3.50588 0.49044
H 2.54163 3.25440 5.21956
C 4.44132 2.84869 -3.62157
P 3.23748 1.51399 -3.41960
C 3.02061 0.79465 -5.06087
C 1.68220 2.32310 -3.04539
O 3.66100 0.52307 -2.39180
H 4.12985 3.55382 -4.39455
H 5.41573 2.43478 -3.88077
H 4.52443 3.37489 -2.66997
H 2.69883 1.54955 -5.78181
H 2.25584 0.01891 -4.98679
H 3.95642 0.34836 -5.39853
H 1.44307 3.08723 -3.78939
H 1.70302 2.79641 -2.06079
H 0.86619 1.59592 -3.03803
O 0.35386 -1.55406 1.22880
S -0.85097 -2.26159 0.71541
C -1.13985 -3.70652 1.82625
C 0.14166 -4.15138 2.45964
C 0.66039 -3.44245 3.54087
C 1.86486 -3.82101 4.11032
C 2.56742 -4.90809 3.60412
C 2.06085 -5.61165 2.52295
C 0.85360 -5.22992 1.95063
C -2.27839 -1.26822 1.25045
C -2.20072 -0.88848 2.69537
C -1.24187 0.02568 3.12756
C -1.11552 0.31632 4.47892
C -1.94350 -0.29832 5.40821
C -2.90928 -1.20056 4.98399
C -3.03491 -1.49392 3.63262
H -1.56448 -4.48817 1.19463
H -1.86671 -3.43649 2.59255
H 0.12306 -2.57837 3.91738
H 2.26386 -3.25641 4.94378
H 3.51230 -5.19858 4.04674
H 2.60729 -6.45397 2.11687
H 0.46432 -5.77385 1.09649
H -3.17087 -1.85815 1.02331
H -2.26983 -0.40463 0.58091
H -0.59244 0.49811 2.40273
H -0.36582 1.03166 4.79617
H -1.84236 -0.06537 6.46133
H -3.56610 -1.67522 5.70322
H -3.79227 -2.19677 3.29941
C -2.17808 -2.51936 -2.69562
C -1.34096 -1.63356 -3.61936
C -1.08598 -2.39902 -4.93004
C -0.07988 -1.11506 -2.91497
H -3.05490 -2.94001 -3.20365
H -2.51610 -1.95040 -1.82528
H -1.57116 -3.35372 -2.32298
H -1.98176 -0.78108 -3.88754
H -0.48467 -3.29229 -4.72616
H -0.51714 -1.77905 -5.62760
H -2.01520 -2.71728 -5.42732
H 0.45775 -0.50761 -3.67636
H 0.57059 -2.00705 -2.77104
*
```

## Properties
Total energy: -71569.6276 eV
HOMO level: -2.9 eV
E_LUMO: 2.14 eV
ΔE to the lowest compared entry with this formula, charge and spin: 7.7 kcal/mol
Molecular weight: 700.198 g/mol